Here is one molecule with the formula C2H5N5O from OMol25. Energies are from ωB97M-V/def2-TZVPD.

Bonds (Å) are listed after each position.
Geometry (Å):
1 O 2.74 0.04 0.01  C7 1.260
2 N -0.04 -2.05 0.10  N4 1.252, N5 1.379
3 N 0.56 0.07 -0.01  N4 1.396, N6 1.526, C7 1.302
4 N -0.46 -0.88 -0.06  N2 1.252, N3 1.396, C8 1.512
5 N 1.32 -1.99 -0.09  N2 1.379, C7 1.424
6 N 0.34 1.58 0.02  N3 1.526, H9 1.231, H11 1.093
7 C 1.67 -0.61 -0.06  O1 1.260, N3 1.302, N5 1.424
8 C -1.76 -0.10 -0.05  N4 1.512, H10 1.093, H12 1.123, H13 1.122
9 H 1.21 1.75 0.88  N6 1.231
10 H -2.65 -0.71 -0.23  C8 1.093
11 H 0.91 1.95 -0.84  N6 1.093
12 H -1.83 0.81 -0.70  C8 1.123
13 H -2.01 0.12 1.02  C8 1.122

Results
**LUMO level**: 0.0119 Eh
**Spin multiplicity**: 1
**Max |F|**: 6.5 eV/A
**Energy**: -428.05086 Ha
**Orbital gap**: 9.546 eV
**SMILES string**: Cn1nnc(=O)n1N
**Energy above the lowest of the compared OMol25 structures with the same formula, charge and spin**: 4.688 eV